Density functional theory data (the ωB97M-V functional and the def2-TZVPD basis) for a molecular structure, C28H40ClNO3PtSSe.

Last column: Löwdin charge in e.
Geometry (Å):
H  -1.115  -0.868  3.080  0.071
H  0.986  -1.163  2.274  0.106
H  -1.175  -4.072  -0.041  0.081
H  -0.943  -3.594  4.499  0.086
O  3.935  -0.859  -6.287  -0.651
C  -0.668  3.585  -1.902  -0.686
C  0.431  2.594  4.051  -0.095
C  -0.288  3.159  -3.259  -0.102
H  -2.769  -4.133  3.064  0.086
H  1.300  -5.041  -3.719  0.090
H  2.319  -3.841  -2.809  0.092
C  1.435  -2.133  -0.985  -0.380
N  4.334  -1.028  -3.794  -0.591
H  0.826  3.359  -3.465  0.116
C  -1.103  -2.938  2.447  -0.651
C  -0.381  -3.334  0.055  0.021
H  -2.797  -3.664  1.320  0.098
H  -0.452  2.035  -3.410  0.115
H  0.688  5.239  -1.926  0.117
H  0.474  -2.648  3.899  0.086
C  -0.115  -2.762  -3.427  -0.052
C  -1.825  -1.675  2.828  -0.064
C  1.618  -1.472  0.244  -0.364
O  2.191  -1.902  -2.040  -0.337
H  -2.666  3.824  -2.636  0.092
H  -1.891  -4.246  -2.111  0.095
Pt  3.726  -0.542  -1.875  0.513
C  -0.915  -4.745  -2.344  -0.105
O  1.479  1.667  -2.211  -0.122
C  -0.288  -3.405  3.612  -0.071
H  -2.303  2.200  -1.835  0.117
H  -1.141  4.055  0.571  0.103
H  -2.451  -1.310  1.967  0.109
C  1.447  -4.527  -2.735  -0.054
C  -2.133  -3.976  2.163  -0.095
H  -0.780  5.475  -0.861  0.083
H  -2.542  3.702  -0.818  0.081
C  -0.208  -2.679  1.272  -0.200
C  -0.332  3.285  0.460  -0.020
H  0.251  -4.348  3.356  0.100
H  -0.737  -5.558  -1.594  0.093
H  -2.297  3.417  2.224  0.089
H  -1.068  -2.216  -3.166  0.104
C  0.044  2.926  -0.788  -0.140
H  -1.659  -4.952  1.897  0.097
H  1.538  2.807  4.022  0.106
H  -0.930  3.742  -4.000  0.087
S  3.493  -0.497  -4.914  0.630
H  -1.003  -5.218  -3.349  0.087
Cl  5.792  0.479  -1.475  -0.311
C  0.816  -1.741  1.344  -0.066
H  0.710  -2.010  -3.520  0.089
H  -0.258  -3.282  -4.418  0.094
C  0.414  -3.075  -1.050  -0.110
C  -0.043  4.686  3.033  -0.074
C  1.627  1.427  0.167  -0.346
H  0.018  2.996  5.013  0.091
H  -2.493  -1.855  3.718  0.091
C  -1.707  2.926  3.045  -0.063
C  1.066  1.986  -1.047  -0.390
Se  2.909  -0.028  0.292  1.019
H  -2.107  3.293  4.033  0.090
H  -0.966  5.560  -2.678  0.092
C  1.211  1.802  1.437  -0.125
C  -0.253  3.225  2.916  -0.692
C  -0.426  5.034  -1.832  -0.078
H  -0.426  5.068  4.022  0.089
C  0.204  -3.771  -2.369  -0.628
C  -2.113  3.322  -1.785  -0.080
H  0.284  1.484  4.049  0.092
C  0.240  2.748  1.612  -0.232
H  1.695  1.313  2.315  0.087
H  -0.575  5.239  2.215  0.087
H  1.667  -5.305  -1.959  0.098
H  1.055  4.928  2.948  0.109
H  -1.883  1.826  2.971  0.094

LUMO energy   4.1 eV
F_max   3.51 eV/Å
Energy above the lowest of the compared OMol25 structures with the same formula, charge and spin   199.3 kJ/mol
Net charge   -2
Energy   -129270.08216 eV
Orbital gap   5.66 eV